11
Properties=species:S:1:pos:R:3:lowdin_charge:R:1 method="wB97M-V/def2-TZVPD" fmax_ha_per_bohr=0.0663 smiles="CO[N+](=O)NO" charge=+1 total_energy_ha=-375.841752 e_homo_ev=-16.91 gap_ev=11.0 de_lowest_kj_mol=104.33 multiplicity=1
C 1.813 0.049 0.045 -0.02
N -1.699 0.058 -0.016 0.08
N -0.508 0.559 0.060 -0.18
O -0.218 1.693 0.062 0.24
O -1.878 -1.264 0.177 0.11
O 0.507 -0.471 0.081 0.02
H 2.455 -0.834 0.015 0.13
H 2.036 0.635 0.939 0.11
H 1.973 0.661 -0.847 0.11
H -2.509 0.671 0.145 0.23
H -1.972 -1.757 -0.662 0.17

=====

10
Properties=species:S:1:pos:R:3:lowdin_charge:R:1 method="wB97M-V/def2-TZVPD" fmax_ha_per_bohr=0.0789 total_energy_ha=-889.961333 e_homo_ev="-7.45 / -9.06" gap_ev="8.4 / 6.8" de_lowest_kj_mol=33.15 multiplicity=3
C -1.024 -1.556 -0.723 -0.14
N 0.285 -0.946 -0.660 -0.15
N 0.384 0.013 0.317 -0.49
P 1.317 2.376 1.223 0.47
S 2.016 0.494 0.578 0.44
H -1.702 -0.763 -0.273 0.09
H -1.043 -2.449 -0.112 0.06
H -1.102 -1.695 -1.823 0.08
H 0.681 2.799 0.040 -0.15
H 0.190 1.727 1.432 -0.22

=====

14
Properties=species:S:1:pos:R:3:lowdin_charge:R:1 method="wB97M-V/def2-TZVPD" fmax_ha_per_bohr=0.0424 charge=-1 total_energy_ha=-8140.450899 e_homo_ev="-2.07 / -2.55" gap_ev="4.7 / 4.1" multiplicity=3
Pt -0.791 1.494 -0.074 -0.15
Se -0.938 2.625 -2.359 -0.21
Se -1.985 1.833 -4.350 -0.29
Te -2.900 -0.462 -3.499 0.12
Se -2.112 -0.462 -1.037 -0.30
N 1.906 -0.006 1.689 0.06
C 0.647 -0.479 1.608 -1.07
N 0.553 -1.733 1.120 0.08
S -0.671 0.401 2.068 0.46
H 2.678 -0.655 1.757 0.10
H 2.031 0.886 2.155 0.10
H 1.288 -2.092 0.527 0.10
H -0.381 -2.084 0.938 0.06
H 0.676 0.734 -0.544 -0.06

=====

9
Properties=species:S:1:pos:R:3:lowdin_charge:R:1 method="wB97M-V/def2-TZVPD" fmax_ha_per_bohr=0.0608 charge=-1 total_energy_ha=-548.796622 e_homo_ev=-3.27 gap_ev=7.6 de_lowest_kj_mol=131.95 multiplicity=1
S 2.171 0.812 2.022 -0.30
H 2.776 -0.533 1.967 -0.34
N 0.278 -0.101 -0.422 0.03
C -1.068 0.035 -0.515 -0.45
N -1.908 -0.009 -1.506 -0.03
H 0.780 -0.077 -1.279 0.05
H 1.115 -0.125 0.318 -0.04
H -1.419 0.386 0.489 0.11
H -2.724 -0.387 -1.074 -0.02

=====

9
Properties=species:S:1:pos:R:3:lowdin_charge:R:1 method="wB97M-V/def2-TZVPD" fmax_ha_per_bohr=0.1062 charge=+1 total_energy_ha=-548.423547 e_homo_ev=-13.94 gap_ev=8.7 de_lowest_kj_mol=299.21 multiplicity=1
C 0.201 -0.486 0.214 -0.25
N 1.436 -0.059 0.244 0.14
N -0.857 0.242 0.033 -0.40
S -2.527 -0.031 0.049 0.89
H -0.131 -2.160 0.454 0.32
H 2.229 -0.667 0.492 0.15
H 1.713 0.818 -0.261 0.17
H -0.610 1.183 -0.252 0.12
H -2.342 -1.268 0.489 -0.13

=====

10
Properties=species:S:1:pos:R:3:lowdin_charge:R:1 method="wB97M-V/def2-TZVPD" fmax_ha_per_bohr=0.1104 smiles="N/N=C/NO" total_energy_ha=-280.439059 e_homo_ev=-9.44 gap_ev=10.5 de_lowest_kj_mol=434.38 multiplicity=1
C 0.220 -0.133 0.516 -0.23
H -0.621 -1.825 -1.645 0.09
H -1.628 -1.828 -0.287 0.06
H 0.938 -0.954 1.041 0.17
H 1.385 1.489 1.033 0.07
H 0.095 1.990 -0.792 0.17
N -0.656 -1.904 -0.577 -0.03
N -0.436 -0.439 -0.541 -0.10
N 0.459 1.204 1.034 -0.06
O 0.242 2.400 0.219 -0.14